Entry 1:
Density functional theory data (ωB97M-V with the def2-TZVPD basis set) for a single C8H12BNO3 molecule.

Properties
2S+1 ... 1
HOMO-LUMO gap ... 8.07 eV
Total energy ... -617.39226 a.u.
E_HOMO ... -7.962 eV
Energy relative to the best compared isomer or geometry (same formula, charge and spin) ... 0.0000 eV
Structure (SMILES) ... C=C/C=C\C=C(\NC(C)=O)B(O)O

Cartesian coordinates (Å):
C 2.83906 -2.05586 -0.25647
C 3.15694 -1.25410 -1.25122
C 2.03960 -0.94084 -2.22288
C 0.82619 -0.52297 -1.96363
C 0.30750 -0.17579 -0.67565
C -0.95099 0.17160 -0.32826
N -1.23171 0.74190 0.95574
C -0.43715 1.05809 1.95581
C -1.11818 1.88563 3.02531
O 0.76246 0.87128 2.08592
B -2.25407 0.07709 -1.23327
O -2.17527 -0.55543 -2.42437
O -3.49618 0.58418 -0.74065
H 1.83024 -2.63324 -0.25708
H 3.56417 -2.34931 0.48738
H 4.12923 -0.93012 -1.46426
H 2.26948 -1.22919 -3.26066
H 0.23011 -0.48281 -2.92137
H 0.99926 -0.13394 0.15349
H -2.24474 1.11160 0.91070
H -2.11894 1.92160 2.75012
H -1.02670 1.42676 3.94519
H -0.68658 2.79524 3.00191
H -2.83926 -0.63274 -3.05300
H -4.14737 0.06004 -1.05942


Entry 2:
Density functional theory data (ωB97M-V with the def2-TZVPD basis set) for a molecular structure, C9H28FFeO5S4.

Properties
2S+1 ... 5
HOMO-LUMO gap (spin up / spin down) ... 9.07 / 7.55 eV
Total energy ... -3691.92290 a.u.
E_HOMO (spin up / spin down) ... -11.078 / -9.561 eV
Energy relative to the best compared isomer or geometry (same formula, charge and spin) ... 2.3029 eV
Charge ... +1

Cartesian coordinates (Å):
Fe 0.40030 -0.65964 0.15412
F 2.31578 -1.30190 -0.04967
C -0.12519 -3.36608 0.97833
O -0.38594 -2.62372 -0.16339
H -0.90011 -3.09829 1.69656
H -0.28451 -4.43485 0.83533
H 0.89338 -3.26821 1.35388
H -0.84768 -3.13670 -0.83065
C -0.57393 -0.93484 -4.48051
S 0.81024 -0.46368 -3.38912
O 0.34390 -0.35874 -1.92861
C 1.60591 -2.12902 -3.52117
H -1.07001 0.01901 -4.65991
H -1.19412 -1.63188 -3.91697
H -0.09741 -1.32274 -5.38082
H 1.00427 -2.80021 -2.90826
H 2.55129 -1.95115 -3.00860
H 1.81636 -2.50084 -4.52395
C -2.54613 2.27815 0.72509
S -2.43550 0.96407 -0.57813
O -1.67001 -0.13541 0.15591
C -4.16432 0.40794 -0.36200
H -3.07529 1.80046 1.54965
H -3.05058 3.14850 0.30544
H -1.52910 2.54467 1.01270
H -4.75773 1.31423 -0.24113
H -4.32068 -0.20884 0.52300
H -4.57083 -0.03387 -1.27176
C 0.28480 3.20016 -1.27701
S 1.28380 2.65387 0.22477
O 0.92965 1.17486 0.50419
C 2.91245 2.63219 -0.69168
H -0.76074 3.28940 -0.98209
H 0.15318 2.43262 -2.03967
H 0.58061 4.12570 -1.77096
H 2.87639 2.03375 -1.60200
H 3.69102 2.18290 -0.07518
H 3.18515 3.65406 -0.95536
C 0.87256 1.02003 4.12022
S 0.05379 -0.59280 3.68431
O 0.03473 -0.77776 2.13932
C 1.39948 -1.65818 4.37601
H 1.95719 0.92803 4.06345
H 0.65063 1.33052 5.14123
H 0.59994 1.88988 3.52262
H 1.41784 -1.78398 5.45857
H 2.36614 -1.20267 4.16115
H 1.36903 -2.64902 3.92275


Entry 3:
Density functional theory data (ωB97M-V with the def2-TZVPD basis set) for a molecular structure, C11H10F3N5S3Tc.

Properties
2S+1 ... 2
HOMO-LUMO gap (spin up / spin down) ... 6.84 / 7.04 eV
Total energy ... -2273.32480 a.u.
E_HOMO (spin up / spin down) ... -16.382 / -16.463 eV
Energy relative to the best compared isomer or geometry (same formula, charge and spin) ... 0.3110 eV
Charge ... +2

Cartesian coordinates (Å):
Tc -0.24583 -0.22080 -0.05091
F 1.88800 -0.59316 5.50487
C 0.85827 -1.10211 4.83677
F 1.28073 -2.16398 4.13565
F -0.06159 -1.51204 5.70945
C 0.26283 -0.05533 3.91436
C -0.19301 1.16120 4.43651
C -0.72943 2.13027 3.60444
C -0.82430 1.87908 2.24862
N -0.39787 0.71105 1.75504
C 0.14765 -0.23424 2.56230
S 0.63751 -1.54646 1.45330
H -0.11562 1.34284 5.50198
H -1.07152 3.07373 4.00434
H -1.24227 2.58556 1.54422
C -5.69177 0.87112 1.79115
C -5.26456 0.87512 0.31722
C -4.15617 -0.08906 0.06550
N -2.91140 0.21502 0.01926
N -2.10752 -0.88100 -0.18098
C -2.76071 -2.05488 -0.29023
N -2.18807 -3.22252 -0.48636
S -4.45956 -1.80483 -0.14094
H -6.51619 1.56699 1.93370
H -4.86944 1.17933 2.43771
H -6.03142 -0.11589 2.10826
H -4.91620 1.86103 0.01246
H -6.10970 0.61671 -0.32326
H -1.22329 -3.27147 -0.79547
H -2.74687 -4.05791 -0.58055
S 1.02244 0.55762 -1.80133
C 0.57945 -1.05526 -2.02733
N 0.12632 -2.10611 -1.82076


Entry 4:
Density functional theory data (ωB97M-V with the def2-TZVPD basis set) for 2 unconnected molecules or ions with the total composition C5H13NO.

Properties
2S+1 ... 1
HOMO-LUMO gap ... 10.94 eV
Total energy ... -328.28776 a.u.
E_HOMO ... -10.022 eV
Energy relative to the best compared isomer or geometry (same formula, charge and spin) ... 0.8458 eV
Structure (SMILES) ... CCC(N)=O.CC

Cartesian coordinates (Å):
C 2.24971 -0.56713 -0.55690
C 0.88795 -1.12057 -0.88235
C 0.35485 -0.30151 -1.97343
N -0.57095 -0.99778 -2.83564
O 0.70613 0.82068 -2.25170
H 2.40631 0.48365 -0.22797
H 2.88808 -0.59893 -1.40472
H 2.60417 -1.23683 0.20159
H 0.93510 -2.20914 -1.17090
H 0.24108 -1.17625 -0.01789
H -1.13454 -0.60883 -3.57666
H -0.79971 -1.95963 -2.69507
C -0.80773 0.79398 1.71451
C -1.87757 1.55527 2.65917
H -0.03597 0.13465 2.26337
H -1.34644 0.15343 1.00394
H -0.32054 1.51913 1.17590
H -2.28963 0.90779 3.43825
H -1.42119 2.43325 3.06889
H -2.66912 1.97477 2.06764


Entry 5:
Density functional theory data (ωB97M-V with the def2-TZVPD basis set) for a single C4H11N3O4S2 molecule.

Properties
2S+1 ... 1
HOMO-LUMO gap ... 9.00 eV
Total energy ... -1420.50884 a.u.
E_HOMO ... -8.834 eV
Energy relative to the best compared isomer or geometry (same formula, charge and spin) ... 0.0000 eV
Structure (SMILES) ... [H]/N=C(/N)N=[S@](C)(=O)OS(=O)(=O)CC

Cartesian coordinates (Å):
H 4.28197 0.03690 -1.52540
N 3.64909 0.76787 -1.79579
C 2.43142 0.51457 -1.85050
N 1.63137 1.52335 -2.24443
N 1.81659 -0.69390 -1.37905
S 0.56337 -1.07851 -0.67465
C 0.74431 -2.81729 -0.09859
O -0.71534 -0.81616 -1.26623
O 0.43487 -0.29544 0.87495
S -0.56031 0.93581 0.97637
O -0.40528 1.65252 -0.26828
O -0.07149 1.66182 2.09981
C -2.13973 0.14766 1.02626
C -2.94535 0.91251 2.10918
H 2.11130 2.36306 -2.33121
H 0.66945 1.68919 -1.78112
H -0.15443 -3.35970 -0.30248
H 1.48889 -3.32603 -0.68433
H 1.11295 -2.74777 0.98145
H -2.51995 0.35747 0.02793
H -1.90959 -0.94692 1.08275
H -2.95511 0.46690 3.10194
H -2.55171 2.02079 2.14567
H -4.00730 1.03129 1.77575


Entry 6:
Density functional theory data (ωB97M-V with the def2-TZVPD basis set) for a molecular structure, C14H8N3O7RuS6.

Properties
2S+1 ... 2
HOMO-LUMO gap (spin up / spin down) ... 5.95 / 5.87 eV
Total energy ... -3713.42322 a.u.
E_HOMO (spin up / spin down) ... -2.475 / -2.701 eV
Energy relative to the best compared isomer or geometry (same formula, charge and spin) ... 1.2743 eV
Charge ... -2

Cartesian coordinates (Å):
Ru -1.68413 -0.07038 1.37058
S -7.14368 4.22341 3.70036
C -5.88459 3.28053 3.16212
S -6.00074 2.20038 1.83261
C -4.36291 1.59483 1.85827
C -3.57317 2.10193 2.83508
S -1.91392 1.67793 3.01037
S -4.32743 3.26904 3.88773
S -3.85315 0.42292 0.69881
N 0.04646 -0.40804 2.67083
C -0.07337 -1.75125 3.25410
C -1.54620 -2.11204 3.50598
O -1.79151 -2.93775 4.38166
O -2.38893 -1.55602 2.71927
H 0.90596 -0.31739 2.12999
H 0.02606 0.28270 3.40979
H 0.48714 -1.85008 4.18490
H 0.31442 -2.46657 2.52703
O 1.77268 -0.92024 0.15989
C 1.59487 -0.10426 -0.74552
O 0.82233 0.90730 -0.79117
C 2.41373 -0.30153 -2.00948
C 2.48079 -1.57722 -2.56239
C 3.20860 -1.80392 -3.72244
C 3.90324 -0.76943 -4.32733
C 3.83050 0.48870 -3.75184
C 3.08335 0.75014 -2.61413
N 4.57012 1.58415 -4.38088
O 4.57635 2.66800 -3.83054
O 5.15244 1.36024 -5.42996
H 1.94244 -2.38198 -2.07843
H 3.23540 -2.79558 -4.15565
H 4.48600 -0.91644 -5.22375
H 3.01830 1.75100 -2.21473
S -1.62271 -3.44482 -2.14387
C -1.72667 -2.29087 -0.98542
N -1.79110 -1.47155 -0.16275
O -1.20000 2.35330 -0.31725
C -0.98697 1.33088 0.14818